# C25H53B2IN3O12P

A 3-piece molecular cluster, C25H53B2IN3O12P overall in a non-equilibrium geometry (ωB97M-V/def2-TZVPD, the OMol25 dataset).

Each line ends with the Mulliken charge.
Geometry (Å):
N 2.837306 2.647095 -0.347129  -0.88
P 1.540207 3.488403 -0.387447  0.86
O 0.456794 3.014186 0.678381  -0.42
O 1.672557 5.064091 -0.066489  -0.61
C 0.756834 3.420017 -2.045600  0.02
O 1.251631 4.492282 -2.843021  -0.44
C 2.558273 4.318651 -3.365764  -0.59
C 2.507823 4.313746 -4.906415  -0.56
C 1.342222 3.470621 -5.357382  0.24
O 1.329952 2.290353 -5.385905  -0.44
I -0.408683 4.604461 -5.966837  -0.04
C -0.774274 3.405016 -2.059152  0.23
C -1.258445 1.964502 -1.819528  -0.27
B -2.789880 1.778728 -1.421705  1.14
O -3.372444 2.327155 -0.311498  -0.68
O -3.617597 1.045799 -2.242035  -0.67
O -1.295599 4.296382 -1.064084  -0.42
C -2.170954 5.310541 -1.564498  -0.16
O -3.194767 4.773163 -2.373253  -0.55
B -1.413172 6.585575 -2.190106  0.59
O -2.059588 7.431373 -3.056158  -0.59
O -0.156348 6.930718 -1.792722  -0.55
H 3.641107 3.184306 -0.044119  0.27
H -0.229764 3.687569 0.796092  0.35
H 1.961069 5.557290 -0.846244  0.39
H 1.082685 2.462796 -2.474021  0.68
H 3.006448 3.391523 -3.000297  0.50
H 3.201831 5.147645 -3.056236  0.30
H 2.394596 5.333888 -5.272372  0.39
H 3.420565 3.859306 -5.295910  0.38
H -1.076219 3.703215 -3.066160  0.01
H -0.593733 1.462732 -1.110294  -0.70
H -1.117968 1.432352 -2.768919  0.27
H -2.716573 2.634722 0.319840  0.29
H -3.127189 0.383790 -2.741773  0.32
H -2.693114 5.678607 -0.671342  0.25
H -2.894001 4.676507 -3.283597  0.33
H -2.534732 7.000757 -3.771227  0.31
H 0.068441 6.595381 -0.917848  0.35
C -2.832622 -4.277292 -2.140612  -1.56
C -1.823281 -3.469852 -2.992621  1.78
C -0.648464 -4.341484 -3.459387  -1.48
C 0.399503 -4.629920 -2.388203  -0.50
C 0.875175 -3.327431 -1.751807  -1.32
C -0.274834 -2.505590 -1.171970  2.56
N -1.316076 -2.281929 -2.234448  0.54
O -0.981341 -1.313078 -3.019747  -0.56
C -0.836376 -3.204160 0.072756  -2.40
C 0.235990 -1.152978 -0.692095  -2.39
C -2.578924 -2.991145 -4.226868  -2.03
H -2.779971 -4.051675 -1.082009  0.34
H -3.853664 -4.045633 -2.443311  0.45
H -2.684822 -5.350882 -2.261633  0.30
H -0.153613 -3.836332 -4.294800  0.37
H -1.053340 -5.274002 -3.857030  0.46
H 0.000751 -5.311374 -1.631826  0.29
H 1.247397 -5.142971 -2.845976  0.43
H 1.593074 -3.526740 -0.953432  0.42
H 1.399141 -2.732223 -2.506395  0.39
H -1.716862 -2.681785 0.449221  0.46
H -0.082247 -3.173764 0.858612  0.33
H -1.092349 -4.251117 -0.074456  0.45
H 0.764873 -0.610101 -1.472701  0.43
H 0.925717 -1.309306 0.136939  0.52
H -0.587607 -0.534454 -0.333003  0.52
H -3.361518 -2.281170 -3.956722  0.43
H -3.048430 -3.857380 -4.695255  0.45
H -1.924294 -2.519158 -4.955709  0.38
C 2.691187 -0.583434 4.936777  -1.68
C 1.168987 -0.770721 4.722757  2.11
C 0.395119 -0.695604 6.046898  -1.46
C 0.480511 -1.950913 6.911196  -0.49
C 0.091444 -3.180610 6.095254  -1.28
C 0.936660 -3.335525 4.831568  1.85
N 0.878965 -2.067783 4.028785  0.53
O -0.202914 -2.003259 3.331074  -0.56
C 2.373158 -3.717909 5.220134  -2.05
C 0.403501 -4.475372 3.972665  -1.94
C 0.711937 0.382903 3.836177  -2.38
H 3.258058 -1.502104 4.842543  0.35
H 3.096835 0.092700 4.184592  0.46
H 2.905291 -0.157798 5.917797  0.31
H -0.659151 -0.507633 5.821043  0.39
H 0.752551 0.173646 6.601861  0.45
H 1.483357 -2.062045 7.332422  0.28
H -0.197608 -1.849020 7.760382  0.40
H 0.191545 -4.088568 6.694310  0.41
H -0.963424 -3.102182 5.814373  0.36
H 3.020894 -3.735328 4.342535  0.41
H 2.365264 -4.718886 5.651880  0.44
H 2.816395 -3.060908 5.963376  0.44
H -0.650498 -4.350159 3.737056  0.39
H 0.522184 -5.412245 4.517491  0.48
H 0.957841 -4.549831 3.035925  0.42
H 1.151597 0.314831 2.840871  0.57
H 1.043880 1.315429 4.295553  0.42
H -0.369842 0.418010 3.729969  0.39

Atoms 1-2, force components in eV/Å:
-0.244 0.563 -0.391
0.682 -0.474 0.158

Spin multiplicity   3
Frontier orbital gap (spin up / spin down)   0.308 / 0.343 Ha
Net charge   0
⟨S²⟩   2.01